C18H23N6O6PPd as an isolated structure. Source: OMol25; level of theory: wB97M-V/def2-TZVPD.

**Electronic energy**: -1948.5975 Eh

ORCA input file:
```
! wB97M-V def2-TZVPD RIJCOSX def2/J DEFGRID3
* xyz 2 1
Pd 0.120 0.168 -0.375
C 2.353 3.545 -2.298
C 3.296 2.915 -3.091
C 3.391 1.532 -3.052
C 2.547 0.819 -2.209
N 1.638 1.438 -1.445
C 1.539 2.765 -1.497
C 2.596 -0.670 -2.105
C 3.669 -1.410 -2.591
C 3.662 -2.787 -2.436
C 2.588 -3.388 -1.802
C 1.562 -2.582 -1.340
N 1.565 -1.256 -1.483
H 2.240 4.620 -2.297
H 3.949 3.487 -3.736
H 4.105 1.020 -3.680
H 0.781 3.211 -0.866
H 4.509 -0.925 -3.064
H 4.491 -3.380 -2.798
H 2.543 -4.458 -1.655
H 0.701 -3.001 -0.835
C 3.552 0.176 1.184
C 2.249 0.258 1.883
N 1.029 0.218 1.364
C 0.127 0.321 2.407
C 0.815 0.420 3.576
N 2.133 0.383 3.216
C 0.479 0.545 5.030
O -0.793 0.545 5.362
O 1.387 0.613 5.811
C -1.313 0.303 2.101
O -2.179 0.336 2.962
O -1.562 0.224 0.829
H 3.398 0.004 0.124
H 4.146 -0.645 1.587
H 4.115 1.102 1.312
H 2.878 0.442 3.901
H -1.395 0.452 4.585
N -1.796 -1.517 -4.310
C -2.845 -0.544 -3.838
P -2.401 -0.338 -2.052
O -2.239 -1.749 -1.601
O -1.228 0.624 -1.978
C -3.886 0.347 -1.198
N -4.037 -0.412 0.077
H -1.752 -2.269 -3.604
H -0.876 -1.074 -4.341
H -2.004 -1.901 -5.231
H -3.804 -1.048 -3.950
H -2.809 0.347 -4.459
H -4.791 0.228 -1.793
H -3.756 1.399 -0.955
H -4.827 -0.082 0.629
H -3.161 -0.278 0.612
H -4.133 -1.413 -0.105
*
```

Atomic partial charges in e from the natural (NBO) method, atoms 1 to 5: 1.08 -0.23 -0.13 -0.22 0.16

***

A 15-piece molecular cluster, C48H138N12O15 overall. Source: OMol25; level of theory: wB97M-V/def2-TZVPD.

**Electronic energy**: -3697.0327 Eh

ORCA input file:
```
! wB97M-V def2-TZVPD RIJCOSX def2/J DEFGRID3
* xyz 0 1
O 11.519 18.381 12.785
H 12.182 18.274 12.071
H 11.834 19.190 13.219
O 10.439 15.066 22.492
H 11.185 14.812 23.090
H 9.668 15.033 23.036
O 12.730 13.894 23.296
H 13.192 13.637 22.467
H 13.435 14.365 23.759
C 14.836 17.485 24.189
C 15.404 16.167 23.715
C 16.910 16.287 23.624
O 17.324 17.164 22.608
C 17.270 16.532 21.365
N 14.987 15.056 24.593
H 15.064 18.278 23.472
H 15.348 17.806 25.100
H 13.767 17.410 24.384
H 14.929 15.822 22.736
H 17.364 15.297 23.481
H 17.282 16.720 24.575
H 17.832 15.575 21.401
H 17.808 17.148 20.656
H 16.234 16.372 21.100
H 15.658 14.306 24.706
H 14.855 15.385 25.509
C 15.918 13.841 18.759
C 15.773 12.965 19.988
C 14.433 12.311 19.935
O 13.508 13.260 20.339
C 12.195 12.942 19.901
N 16.791 11.964 20.095
H 16.245 13.248 17.906
H 16.754 14.529 18.972
H 15.026 14.413 18.578
H 15.706 13.614 20.861
H 14.346 11.409 20.506
H 14.286 11.944 18.908
H 11.962 11.963 20.308
H 12.173 12.828 18.805
H 11.498 13.682 20.212
H 17.658 12.255 19.645
H 16.933 11.690 21.056
C 8.598 15.894 14.798
C 7.196 16.366 14.403
C 6.810 17.531 15.284
O 5.397 17.761 15.041
C 4.981 18.970 15.607
N 7.301 16.826 13.005
H 8.687 15.530 15.824
H 9.280 16.750 14.609
H 8.951 15.157 14.067
H 6.471 15.556 14.575
H 7.359 18.468 15.015
H 7.024 17.382 16.375
H 5.382 19.899 15.146
H 5.136 19.031 16.717
H 3.918 19.005 15.461
H 7.757 16.174 12.397
H 6.351 16.980 12.663
C 15.412 20.627 21.677
C 14.527 21.404 20.722
C 13.762 22.456 21.561
O 12.906 23.324 20.919
C 11.669 22.725 20.484
N 15.326 22.120 19.707
H 15.958 19.815 21.187
H 14.918 20.180 22.528
H 16.167 21.314 22.087
H 13.745 20.730 20.357
H 14.608 23.035 21.969
H 13.362 21.885 22.434
H 11.137 23.400 19.823
H 11.028 22.453 21.319
H 11.932 21.806 19.981
H 15.444 21.581 18.864
H 14.769 22.944 19.458
C 13.525 23.091 25.823
C 13.170 21.812 26.523
C 12.968 20.860 25.309
O 11.845 21.354 24.621
C 11.414 20.279 23.769
N 14.237 21.283 27.363
H 13.602 23.983 26.446
H 12.842 23.295 25.036
H 14.459 22.934 25.306
H 12.207 21.959 27.062
H 12.878 19.848 25.706
H 13.838 20.913 24.652
H 12.270 19.975 23.150
H 10.614 20.611 23.104
H 11.052 19.502 24.441
H 14.308 21.770 28.261
H 15.128 21.478 26.927
C 11.988 22.137 16.735
C 12.591 23.054 15.647
C 12.035 24.456 15.758
O 12.786 25.267 14.865
C 12.622 26.609 15.126
N 14.002 23.097 15.786
H 10.882 22.161 16.654
H 12.327 22.530 17.706
H 12.343 21.087 16.630
H 12.365 22.694 14.638
H 12.161 24.728 16.807
H 10.956 24.598 15.598
H 11.564 26.903 14.996
H 13.249 27.162 14.422
H 12.876 26.804 16.162
H 14.389 23.855 15.226
H 14.333 23.140 16.717
C 4.601 16.444 18.634
C 5.405 15.221 18.231
C 6.549 14.952 19.196
O 7.250 16.194 19.437
C 8.450 15.969 20.086
N 4.565 14.031 18.303
H 5.183 17.377 18.513
H 4.325 16.303 19.673
H 3.734 16.575 17.967
H 5.774 15.311 17.211
H 7.199 14.161 18.833
H 6.170 14.628 20.182
H 8.300 15.658 21.114
H 9.041 16.904 20.048
H 9.075 15.199 19.569
H 4.104 13.897 17.430
H 3.797 14.188 18.938
C 17.642 19.998 16.508
C 16.307 19.236 16.760
C 16.273 18.302 17.947
O 17.037 17.145 17.813
C 16.813 16.225 16.758
N 15.208 20.151 16.891
H 17.864 20.698 17.304
H 17.600 20.504 15.534
H 18.454 19.260 16.601
H 16.260 18.508 15.902
H 15.231 18.111 18.221
H 16.701 18.814 18.848
H 17.339 15.325 17.048
H 17.233 16.553 15.785
H 15.744 15.985 16.633
H 14.378 19.655 17.193
H 15.036 20.828 16.155
C 8.588 20.040 17.391
C 8.942 20.867 18.674
C 8.108 22.161 18.697
O 8.486 23.013 17.610
C 7.743 24.213 17.408
N 8.523 20.021 19.826
H 9.075 20.416 16.472
H 7.522 19.977 17.219
H 8.918 18.963 17.484
H 10.022 21.054 18.749
H 8.151 22.648 19.675
H 7.068 21.798 18.651
H 7.824 24.903 18.209
H 6.705 23.965 17.121
H 8.101 24.688 16.513
H 7.734 19.471 19.500
H 8.345 20.518 20.665
C 13.558 15.442 12.831
C 14.817 16.287 12.997
C 16.105 15.438 12.789
O 17.184 16.335 13.053
C 18.381 15.572 12.994
N 14.749 17.450 12.092
H 12.587 15.815 13.123
H 13.688 14.585 13.482
H 13.517 15.067 11.816
H 14.785 16.703 14.002
H 16.053 15.113 11.702
H 16.201 14.501 13.392
H 19.210 16.268 13.169
H 18.449 15.069 12.036
H 18.392 14.797 13.776
H 15.646 17.915 12.003
H 14.292 17.237 11.245
C 5.850 18.311 21.611
C 6.594 18.306 22.968
C 6.653 16.840 23.532
O 5.349 16.206 23.685
C 4.427 16.987 24.459
N 7.952 18.861 22.757
H 4.892 17.859 21.789
H 6.405 17.655 20.906
H 5.749 19.338 21.255
H 6.100 18.978 23.687
H 7.220 16.841 24.465
H 7.245 16.248 22.843
H 4.213 18.018 24.146
H 4.749 17.042 25.505
H 3.464 16.493 24.394
H 8.399 18.344 22.037
H 8.490 18.873 23.604
C 13.229 17.070 20.049
C 12.298 18.199 19.549
C 11.811 17.892 18.164
O 12.920 17.808 17.283
C 12.583 17.557 15.951
N 11.150 18.358 20.449
H 12.698 16.098 20.096
H 13.703 17.263 21.006
H 14.083 16.958 19.377
H 12.787 19.155 19.485
H 11.071 18.619 17.835
H 11.231 16.948 18.143
H 11.804 18.250 15.601
H 12.365 16.521 15.738
H 13.465 17.772 15.329
H 10.836 17.517 20.954
H 10.345 18.851 20.050
*
```

Atomic partial charges in e from the Löwdin method, atoms 1 to 5: -0.08 0.03 0.03 -0.08 0.01

***

HOMO values (in Ha) by entry order: -0.519; -0.312.
ΔE to the lowest compared entry with this formula, charge and spin values (in eV) by entry order: 1.072; 0.000.